1.
{
  "formula": "C4H6N2O",
  "method": "wB97M-V/def2-TZVPD",
  "symbols": ["O", "N", "N", "C", "C", "C", "C", "H", "H", "H", "H", "H", "H"],
  "xyz": [[-1.2311, -0.4067, -1.1453], [-2.4511, 1.0867, 0.1257], [0.0454, -0.9797, -1.2372], [2.1056, -0.8510, 0.0945], [-1.2290, 0.5252, -0.1845], [0.0280, 0.6669, 0.3287], [0.7550, -0.3609, -0.3290], [-3.2225, 0.5977, -0.3108], [2.6623, -0.0731, 0.6273], [2.6936, -1.2166, -0.7481], [1.9619, -1.6764, 0.8040], [0.4895, 1.4920, 0.8538], [-2.6076, 1.1958, 1.1208]],
  "forces_ev_per_a": [[-0.28, 0.02, 0.23], [0.03, -0.02, -0.05], [0.31, -0.01, 0.45], [0.09, 0.00, -0.10], [0.10, 0.01, 0.03], [0.03, 0.21, -0.31], [0.03, -0.16, -0.06], [0.10, 0.10, -0.02], [-0.10, -0.07, -0.23], [-0.05, 0.02, 0.07], [0.05, 0.13, -0.20], [-0.44, -0.31, 0.43], [0.13, 0.07, -0.25]],
  "mulliken_charge": [-0.168, -0.534, -0.523, -1.022, 0.351, -0.571, 0.775, 0.271, 0.302, 0.325, 0.229, 0.312, 0.252],
  "largest_force_ev_per_a": 0.69,
  "de_lowest_kj_mol": 178.9,
  "orbital_gap_ev": 9.573,
  "lumo_ev": 0.9,
  "total_charge": 0
}

---

2.
{
  "formula": "C5H9NO",
  "method": "wB97M-V/def2-TZVPD",
  "symbols": ["O", "N", "C", "C", "C", "C", "C", "H", "H", "H", "H", "H", "H", "H", "H", "H"],
  "xyz": [[-1.4898, -0.9211, 1.1817], [0.6902, 2.7253, -0.4872], [-1.3055, 0.3627, 1.0832], [0.1931, 0.7322, 1.1460], [1.2700, -0.3492, 0.9599], [-0.8090, -0.4475, -2.0470], [0.4447, 1.8625, 0.2428], [2.2546, 0.0619, 1.1942], [-1.6040, -0.1421, -1.3611], [-0.6711, -1.4650, 1.1910], [0.2599, 1.1413, 2.1681], [1.1222, -1.1980, 1.6403], [-0.0544, 0.3416, -2.1043], [1.2927, -0.7153, -0.0711], [-0.3547, -1.3816, -1.6991], [-1.2388, -0.6077, -3.0375]],
  "forces_ev_per_a": [[0.10, 0.19, 0.02], [-0.25, -0.86, 0.73], [0.19, -0.28, 0.09], [0.02, 0.02, 0.00], [0.02, -0.09, -0.03], [-0.02, 0.02, -0.02], [0.20, 0.80, -0.63], [-0.14, -0.04, -0.04], [0.12, -0.05, -0.18], [-0.08, 0.11, 0.01], [-0.04, -0.03, -0.09], [0.03, 0.13, -0.06], [-0.11, -0.14, -0.01], [-0.03, 0.05, 0.17], [-0.10, 0.15, -0.08], [0.07, 0.01, 0.11]],
  "mulliken_charge": [-0.174, -0.451, -0.586, 0.936, -1.525, -0.953, 0.041, 0.381, 0.237, 0.295, 0.262, 0.525, 0.225, 0.267, 0.210, 0.310],
  "largest_force_ev_per_a": 1.16,
  "de_lowest_kj_mol": 375.9,
  "orbital_gap_ev": 9.658,
  "lumo_ev": 0.4,
  "total_charge": 0
}

---

3.
{
  "formula": "C5H7NO",
  "method": "wB97M-V/def2-TZVPD",
  "symbols": ["O", "N", "C", "C", "C", "C", "C", "H", "H", "H", "H", "H", "H", "H"],
  "xyz": [[-0.5172, 0.6076, -1.4371], [0.8757, -1.0249, -0.1259], [-0.4211, -1.1405, 0.6074], [-0.1073, 1.0899, -0.0748], [0.6739, -0.1454, -1.4782], [-0.8812, 0.2851, 0.9657], [1.2350, 0.3679, -0.2591], [-1.1169, -1.6026, -0.0919], [-0.6110, 0.5343, 2.0044], [-1.9576, 0.4638, 0.8566], [-0.3439, -1.8047, 1.4842], [2.2346, 0.6952, -0.0503], [-0.1080, 2.1796, 0.0492], [1.0451, -0.5053, -2.4500]],
  "forces_ev_per_a": [[0.09, 0.11, 0.85], [-0.74, 0.33, -1.57], [-0.12, -0.22, -0.38], [-0.01, 0.18, 0.16], [-0.16, -1.29, 0.55], [0.17, 0.13, -0.19], [0.50, 0.48, 0.54], [-0.17, -0.05, 0.15], [0.13, 0.18, -0.42], [0.19, -0.24, -0.03], [0.28, 0.31, -0.38], [0.23, 0.29, 0.32], [-0.18, -0.30, -0.41], [-0.19, 0.09, 0.81]],
  "mulliken_charge": [-0.434, -0.460, -0.424, 0.094, -0.328, -0.628, -0.257, 0.245, 0.305, 0.337, 0.317, 0.445, 0.433, 0.355],
  "largest_force_ev_per_a": 1.77,
  "de_lowest_kj_mol": 285.6,
  "orbital_gap_ev": 10.084,
  "lumo_ev": 1.1,
  "total_charge": 0
}

---

4.
{
  "formula": "C23H43NO9S",
  "method": "wB97M-V/def2-TZVPD",
  "symbols": ["S", "O", "O", "O", "O", "O", "O", "O", "O", "O", "N", "C", "C", "C", "C", "C", "C", "C", "C", "C", "C", "C", "C", "C", "C", "C", "C", "C", "C", "C", "C", "C", "C", "C", "H", "H", "H", "H", "H", "H", "H", "H", "H", "H", "H", "H", "H", "H", "H", "H", "H", "H", "H", "H", "H", "H", "H", "H", "H", "H", "H", "H", "H", "H", "H", "H", "H", "H", "H", "H", "H", "H", "H", "H", "H", "H", "H"],
  "xyz": [[-2.4788, 0.2711, -0.4644], [1.0412, -2.3487, 5.4207], [3.5939, 5.1385, 0.8761], [-3.7259, 0.4357, -1.1149], [-1.4944, -0.0212, -1.4556], [-7.4517, -3.2350, 1.4179], [-2.3815, -1.0189, 0.5385], [0.4739, -2.5536, -5.4132], [2.7909, -0.5548, -2.3443], [-2.0634, 1.3935, 0.6007], [0.2655, 1.1829, 1.4147], [0.9066, -2.0022, -2.3718], [4.3330, 7.3913, 1.0051], [-5.9478, -1.5353, 0.7152], [2.3746, -1.6866, -2.4568], [-8.4181, -1.5971, -0.0049], [-1.1465, 0.8755, 1.5796], [2.1389, -2.8474, 5.5013], [-0.0450, -1.9357, -6.3143], [-1.2743, -2.4543, -7.0173], [0.4190, 2.6843, -0.6241], [0.5180, 2.5521, 0.9124], [-7.2879, -2.2246, 0.7748], [-1.0542, -1.6302, 2.5229], [2.3301, -4.3409, 5.4226], [0.5108, -0.6141, -6.7806], [3.4497, 6.2274, 1.3802], [0.8076, -3.3278, 1.6225], [1.6886, 3.2776, -1.2816], [3.3135, -2.8459, -2.6908], [-0.0660, -2.6689, 2.0969], [-1.2395, -0.6567, 1.3393], [3.3761, -2.0032, 5.6840], [2.3777, 6.4806, 2.4120], [1.5863, -3.6948, 0.9987], [-5.2299, -2.0894, 1.3172], [1.5567, 2.7871, 1.1791], [4.3383, -2.4796, -2.7314], [-5.5892, -1.5016, -0.3144], [4.8717, 7.7492, 1.8840], [4.0570, -2.1531, 4.8446], [-0.3997, -0.8956, 0.6798], [3.2291, -3.5657, -1.8745], [0.7188, -2.6849, -1.5387], [3.8749, -2.2693, 6.6174], [2.8319, 6.7992, 3.3516], [-0.2359, 0.1706, -6.6501], [-1.5636, -3.4087, -6.5818], [-0.7967, -1.1604, 3.4736], [1.8198, 5.5621, 2.5851], [-8.1666, -1.5659, -1.0662], [0.3488, -1.0834, -2.2032], [-1.5361, 1.1410, 2.5709], [1.6896, 7.2483, 2.0544], [-2.0040, -2.1634, 2.6557], [-0.4268, 3.3328, -0.8822], [1.3900, -0.3635, -6.1899], [-0.0946, 3.3021, 1.4417], [-1.0633, -2.6005, -8.0778], [0.2102, 1.6931, -1.0344], [-9.3199, -2.1923, 0.1252], [1.3623, 3.8683, -2.1471], [2.2751, 2.4550, -1.7036], [3.0939, -0.9529, 5.7239], [-2.0976, -1.7485, -6.8972], [2.2855, 3.9203, -0.6183], [0.5715, -2.4502, -3.3067], [0.6468, 1.1600, 2.3565], [5.0552, 7.0694, 0.2576], [3.0738, -3.3307, -3.6385], [-6.0317, -0.5225, 1.1130], [2.9660, -4.5907, 4.5718], [2.7837, -4.7082, 6.3448], [3.7292, 8.1983, 0.5869], [0.7990, -0.6807, -7.8311], [1.3630, -4.8217, 5.2907], [-8.6071, -0.5864, 0.3603]],
  "forces_ev_per_a": [[0.90, -2.54, -2.29], [-0.10, 0.11, -0.01], [0.02, 0.01, 0.07], [-1.36, 0.82, 2.02], [1.34, 0.90, 0.66], [-0.03, -0.02, 0.01], [-1.19, 2.24, 0.48], [0.03, -0.08, -0.19], [0.06, -0.01, -0.03], [-0.17, 0.20, -0.66], [-0.58, 1.17, -0.13], [-0.01, 0.31, 0.12], [0.12, -0.18, -0.17], [0.05, -0.25, 0.18], [-0.10, 0.08, 0.02], [-0.16, -0.22, 0.09], [-0.24, -2.00, 0.32], [-0.05, -0.01, -0.04], [0.02, 0.02, 0.02], [0.02, -0.23, 0.19], [-0.07, 0.33, 0.30], [0.69, 0.33, -0.13], [0.04, -0.06, 0.07], [-0.50, -1.14, -0.58], [-0.28, -0.01, -0.01], [0.21, -0.05, 0.21], [0.02, -0.06, -0.03], [0.39, 0.02, -0.62], [-0.53, -0.28, -0.45], [0.26, 0.21, -0.02], [-0.61, 1.31, 0.81], [1.65, -1.52, -0.05], [-0.18, 0.21, -0.01], [-0.06, -0.26, -0.04], [0.05, -0.44, 0.25], [-0.03, -0.01, -0.01], [-0.19, -0.15, 0.08], [-0.03, 0.01, 0.01], [-0.03, 0.24, 0.01], [-0.12, 0.15, 0.01], [0.10, -0.10, 0.11], [0.02, 0.52, 0.08], [-0.10, -0.12, -0.12], [-0.03, -0.11, -0.10], [0.13, -0.09, -0.10], [-0.06, 0.17, -0.04], [-0.03, 0.00, -0.17], [0.02, 0.02, 0.01], [0.18, 0.00, -0.14], [0.02, 0.01, -0.02], [0.04, 0.19, 0.02], [0.06, -0.08, 0.02], [-0.17, 0.32, -0.30], [0.08, 0.12, 0.12], [-0.02, 0.31, 0.25], [-0.02, -0.23, 0.13], [-0.03, -0.02, 0.01], [-0.05, -0.13, -0.21], [-0.09, 0.16, -0.04], [0.05, 0.19, -0.04], [0.03, -0.01, 0.01], [0.22, 0.05, 0.15], [0.29, 0.24, 0.33], [-0.01, -0.03, 0.00], [0.03, 0.06, -0.17], [-0.21, -0.36, -0.22], [0.05, -0.17, 0.19], [0.08, -0.20, -0.06], [-0.03, -0.02, 0.01], [-0.11, -0.13, 0.10], [0.02, 0.08, -0.22], [0.13, -0.03, 0.11], [0.17, -0.02, -0.09], [0.02, 0.09, 0.16], [-0.16, 0.10, -0.05], [0.01, 0.04, -0.01], [0.09, 0.07, -0.16]],
  "mulliken_charge": [1.052, -0.537, -0.557, -0.631, -0.581, -0.558, -0.501, -0.573, -0.575, -0.359, -0.293, -0.291, -1.192, -0.778, 0.845, -1.085, 0.109, 0.883, 0.845, -1.161, 0.361, -0.800, 0.624, -0.647, -1.141, -1.101, 0.875, 0.114, -0.844, -1.098, -0.702, 0.155, -1.137, -0.988, 0.407, 0.253, 0.537, 0.332, 0.281, 0.340, 0.322, 0.275, 0.272, 0.251, 0.341, 0.350, 0.326, 0.296, 0.401, 0.171, 0.306, -0.109, 0.441, 0.320, 0.301, 0.290, 0.264, 0.233, 0.343, -0.223, 0.305, 0.340, 0.237, 0.295, 0.332, 0.024, 0.217, 0.313, 0.309, 0.254, 0.335, 0.308, 0.395, 0.332, 0.361, 0.274, 0.312],
  "largest_force_ev_per_a": 3.54,
  "de_lowest_kj_mol": 0.0,
  "orbital_gap_ev": 9.410,
  "lumo_ev": 0.5,
  "total_charge": 0
}

---

5.
{
  "formula": "C6H8",
  "method": "wB97M-V/def2-TZVPD",
  "symbols": ["C", "C", "C", "C", "C", "C", "H", "H", "H", "H", "H", "H", "H", "H"],
  "xyz": [[-0.7190, 1.6215, 0.5645], [-0.6634, 1.3330, 1.9316], [1.0737, -3.0327, -1.4954], [0.6650, -1.7696, -1.2160], [0.2210, -0.6896, -0.7067], [-0.2261, 0.7276, -0.6301], [0.6865, -3.2984, -2.4746], [-0.9125, 0.9275, -1.4196], [0.5930, 1.2934, -1.0114], [-0.6393, 2.5605, 0.2546], [0.1867, 1.8549, 2.5138], [-0.5277, 0.2243, 2.1774], [1.8457, -3.6327, -0.9248], [-1.5837, 1.8805, 2.4368]],
  "forces_ev_per_a": [[0.94, -4.76, -2.43], [-0.14, -0.04, 4.39], [0.57, -0.06, -0.36], [-0.93, 2.74, 2.91], [0.45, -1.64, -1.11], [-0.11, 0.14, 1.08], [0.41, -0.92, 0.11], [-1.03, -0.28, -0.72], [1.27, 0.48, -0.24], [-0.13, 4.07, -1.11], [-0.75, -0.60, -0.93], [-0.74, 1.53, -0.21], [-1.23, 0.93, -0.82], [1.41, -1.59, -0.56]],
  "mulliken_charge": [-0.497, -0.783, -1.012, 0.523, -0.057, -0.568, 0.244, 0.387, 0.324, 0.423, 0.229, 0.265, 0.269, 0.253],
  "largest_force_ev_per_a": 5.43,
  "de_lowest_kj_mol": 514.1,
  "orbital_gap_ev": [7.258, 8.414],
  "lumo_ev": [-0.3, 0.7],
  "total_charge": 0
}

---

6.
{
  "formula": "C6H10O",
  "method": "wB97M-V/def2-TZVPD",
  "symbols": ["O", "C", "C", "C", "C", "C", "C", "H", "H", "H", "H", "H", "H", "H", "H", "H", "H"],
  "xyz": [[0.2517, -0.8217, 1.7036], [-0.8273, 0.8804, -0.5430], [-1.3080, -0.5255, -0.6724], [0.6385, 1.1968, -0.2041], [1.5419, -0.0521, -0.1729], [0.7937, -1.1677, 0.5442], [-1.7045, 0.1405, 0.4525], [-1.2968, 1.6023, -1.2155], [0.6838, 1.6967, 0.7702], [-0.1533, -1.3201, -0.2485], [-0.7341, -0.3259, 1.4149], [1.7865, -0.3771, -1.1925], [2.4856, 0.1733, 0.3397], [-2.6827, 0.3165, 0.8815], [1.2359, -2.1719, 0.5331], [1.0266, 1.9062, -0.9436], [-1.7376, -1.1506, -1.4472]],
  "forces_ev_per_a": [[-0.13, 0.03, -0.01], [0.11, 0.11, -0.10], [-0.10, 0.12, 0.17], [-0.03, 0.03, 0.01], [0.00, -0.01, -0.01], [0.08, 0.04, -0.13], [-0.22, -0.06, -0.19], [0.08, -0.10, 0.10], [-0.02, -0.07, -0.15], [0.11, -0.05, 0.05], [0.21, -0.12, 0.06], [-0.05, 0.03, 0.12], [-0.15, -0.04, -0.07], [0.14, -0.03, -0.07], [-0.09, 0.14, -0.02], [-0.05, -0.11, 0.11], [0.11, 0.09, 0.14]],
  "mulliken_charge": [-0.562, -0.297, -0.288, -0.828, -0.525, -0.208, -0.537, 0.381, 0.290, -0.029, 0.280, 0.323, 0.312, 0.406, 0.407, 0.420, 0.452],
  "largest_force_ev_per_a": 0.29,
  "de_lowest_kj_mol": 370.5,
  "orbital_gap_ev": 9.608,
  "lumo_ev": 0.7,
  "total_charge": 0
}